# 1
{
  "formula": "C22H17Cl5N2OPt",
  "method": "the ωB97M-V functional and the def2-TZVPD basis",
  "elements": ["Pt", "C", "C", "N", "C", "C", "C", "C", "C", "C", "C", "C", "C", "N", "C", "H", "H", "H", "H", "H", "H", "H", "H", "Cl", "C", "C", "Cl", "C", "Cl", "C", "O", "C", "Cl", "C", "Cl", "C", "C", "C", "C", "H", "H", "H", "H", "H", "H", "H", "H", "H"],
  "coordinates": [[-0.135, 0.287, -0.747], [-1.759, 0.985, 4.069], [-1.660, 1.248, 2.694], [-1.371, 0.337, 1.797], [-1.153, -0.922, 2.206], [-1.298, -1.309, 3.550], [-1.589, -0.307, 4.491], [-1.193, -2.689, 3.931], [-0.988, -3.640, 2.999], [-0.803, -3.290, 1.616], [-0.593, -4.277, 0.645], [-0.403, -3.904, -0.662], [-0.356, -2.547, -0.963], [-0.526, -1.586, -0.054], [-0.817, -1.940, 1.220], [-1.984, 1.783, 4.764], [-1.830, 2.253, 2.318], [-1.687, -0.576, 5.536], [-1.316, -2.947, 4.975], [-0.945, -4.689, 3.264], [-0.591, -5.318, 0.943], [-0.251, -4.628, -1.449], [-0.142, -2.211, -1.967], [-2.609, 5.227, -5.370], [-1.733, 4.297, -4.213], [-2.088, 2.981, -3.946], [-3.412, 2.263, -4.785], [-1.378, 2.244, -3.007], [-1.833, 0.582, -2.699], [-0.291, 2.772, -2.288], [0.395, 2.113, -1.411], [0.051, 4.110, -2.589], [1.388, 4.779, -1.735], [-0.650, 4.854, -3.522], [-0.191, 6.482, -3.838], [3.197, 0.792, -1.325], [2.834, -0.134, -0.169], [2.962, -1.592, -0.591], [1.490, 0.203, 0.474], [4.232, 0.632, -1.634], [3.068, 1.839, -1.049], [2.546, 0.602, -2.182], [3.572, 0.033, 0.630], [2.301, -1.810, -1.433], [2.714, -2.274, 0.228], [3.981, -1.811, -0.919], [1.547, 1.205, 0.909], [1.296, -0.499, 1.292]],
  "forces_ev_per_a": [[0.342, -0.317, -0.261], [0.025, -0.101, -0.053], [0.009, 0.141, 0.067], [-0.046, -0.041, 0.084], [-0.107, -0.089, 0.128], [0.009, -0.012, 0.016], [-0.016, 0.026, -0.018], [0.016, -0.059, -0.131], [-0.012, 0.104, 0.033], [-0.010, 0.019, 0.066], [0.009, 0.039, -0.091], [0.007, -0.012, 0.121], [0.020, -0.025, 0.161], [-0.293, -0.291, -0.628], [-0.011, 0.094, 0.151], [-0.003, 0.006, -0.010], [-0.001, -0.026, -0.003], [0.002, 0.014, -0.005], [0.007, -0.012, -0.004], [0.001, 0.005, 0.025], [0.008, -0.003, -0.025], [-0.003, -0.008, 0.008], [-0.002, 0.021, -0.016], [0.011, -0.018, 0.015], [0.049, -0.017, 0.050], [-0.022, 0.059, -0.049], [0.026, -0.023, 0.030], [-0.104, -0.047, -0.079], [0.103, 0.189, 0.324], [-0.010, -0.314, 0.021], [0.014, 0.206, 0.102], [0.051, 0.110, -0.019], [-0.008, 0.010, -0.007], [-0.034, -0.078, 0.012], [0.003, 0.001, 0.001], [-0.016, 0.009, 0.002], [0.057, 0.052, 0.078], [-0.049, -0.023, -0.013], [-0.061, 0.363, -0.062], [-0.004, 0.005, -0.009], [0.015, -0.010, -0.024], [0.009, 0.016, 0.018], [0.030, -0.012, -0.030], [-0.059, 0.013, -0.017], [-0.007, 0.002, -0.018], [0.005, -0.016, 0.032], [0.003, 0.021, 0.021], [0.050, 0.031, 0.009]],
  "lowdin_charge": [0.914, -0.037, -0.110, 0.100, -0.167, -0.142, -0.011, -0.016, -0.020, -0.137, 0.002, -0.029, -0.125, -0.074, -0.133, 0.107, 0.117, 0.118, 0.117, 0.116, 0.122, 0.114, 0.103, 0.662, -0.722, -0.706, 0.680, -0.562, 0.691, -0.472, -0.293, -0.607, 0.720, -0.700, 0.683, -0.099, -0.500, -0.095, -0.269, 0.076, 0.067, 0.068, 0.130, 0.059, 0.073, 0.076, 0.063, 0.046],
  "de_lowest_kcal_mol": 21.8,
  "total_energy_ha": -3453.5978,
  "max_force_ev_per_a": 0.75,
  "homo_ha": -0.2772,
  "charge": 0
}

---

# 2
{
  "formula": "C22H17ClCo2O10",
  "method": "the ωB97M-V functional and the def2-TZVPD basis",
  "elements": ["C", "C", "O", "C", "C", "Cl", "C", "O", "O", "C", "C", "O", "H", "H", "H", "H", "H", "H", "H", "H", "H", "H", "O", "C", "Co", "C", "O", "C", "O", "C", "C", "C", "C", "C", "C", "C", "C", "C", "Co", "C", "O", "C", "O", "C", "O", "H", "H", "H", "H", "H", "H", "H"],
  "coordinates": [[1.870, 0.121, -5.634], [2.285, 0.398, -4.208], [1.105, 0.965, -3.518], [1.168, 0.893, -2.208], [-0.046, 1.312, -1.383], [-0.337, 3.018, -1.711], [-1.312, 0.611, -1.951], [-2.415, 0.813, -1.411], [-1.123, -0.319, -2.869], [-2.310, -1.103, -3.252], [-1.890, -1.940, -4.440], [2.191, 0.463, -1.639], [2.759, -0.159, -6.211], [1.190, -0.741, -5.678], [1.409, 0.990, -6.123], [2.579, -0.528, -3.694], [3.088, 1.149, -4.141], [-2.583, -1.717, -2.381], [-3.125, -0.408, -3.504], [-2.756, -2.527, -4.764], [-1.567, -1.305, -5.281], [-1.089, -2.639, -4.157], [3.974, -0.046, 3.255], [3.250, 0.337, 2.438], [2.152, 0.801, 1.184], [2.856, 1.896, -0.026], [3.334, 2.712, -0.679], [1.701, -0.700, 0.377], [1.235, -1.619, -0.132], [-0.748, 0.386, 2.690], [-0.164, -0.211, 3.865], [-0.300, -1.603, 4.099], [0.264, -2.217, 5.222], [0.977, -1.467, 6.161], [1.107, -0.088, 5.968], [0.566, 0.528, 4.831], [-0.558, 0.982, 1.506], [0.191, 1.471, 0.421], [-2.335, 0.600, 1.844], [-2.715, -0.793, 0.805], [-3.026, -1.748, 0.247], [-3.067, 1.985, 1.080], [-3.578, 2.918, 0.663], [-3.470, 0.451, 3.204], [-4.217, 0.343, 4.078], [-0.857, -2.193, 3.366], [0.163, -3.295, 5.340], [1.423, -1.961, 7.029], [1.666, 0.503, 6.695], [0.700, 1.603, 4.682], [0.099, 0.503, -0.410], [0.288, 2.575, 0.353]],
  "forces_ev_per_a": [[-0.022, -0.189, -0.246], [-0.604, 0.440, 0.404], [0.030, 0.036, -1.247], [4.175, -1.727, 2.755], [-2.513, -0.430, -2.949], [-0.254, 1.721, -1.195], [-3.299, 0.310, 2.731], [2.724, -0.104, -2.104], [-0.168, -0.520, -0.550], [0.536, 0.417, 0.374], [-0.036, -0.107, -0.026], [-3.053, 0.697, -3.691], [-0.046, 0.081, 0.065], [-0.003, 0.353, 0.022], [0.068, -0.220, 0.220], [-0.020, 0.479, -0.060], [-0.226, -0.378, 0.080], [-0.068, 0.303, -0.279], [0.287, -0.237, 0.229], [0.141, 0.034, -0.019], [-0.020, -0.237, 0.315], [-0.180, 0.294, -0.166], [1.399, -0.760, 0.520], [-1.985, 1.384, 0.563], [1.085, -0.931, -2.224], [0.211, 0.270, 3.039], [0.627, 0.815, -1.410], [0.961, 0.467, 2.257], [-0.643, -1.366, -1.031], [2.416, 1.032, -1.933], [0.631, -0.229, 0.719], [-0.024, 0.346, 0.047], [-0.019, 0.359, -0.392], [-0.134, 0.090, -0.047], [-0.152, -0.199, -0.425], [-0.103, -0.103, 0.017], [0.417, -1.254, 1.621], [0.893, 0.477, 3.095], [-5.173, -0.473, -0.003], [0.617, -0.216, 0.532], [-0.449, -0.628, -0.645], [0.333, -0.136, 0.586], [-0.572, 0.938, -0.662], [0.338, 0.060, -0.002], [-0.036, -0.033, 0.018], [0.164, 0.158, 0.222], [0.000, 0.176, 0.020], [-0.121, 0.207, -0.241], [-0.126, -0.066, -0.225], [-0.031, -0.409, -0.030], [1.372, 0.250, 1.441], [0.656, -1.244, -0.088]],
  "lowdin_charge": [-0.080, -0.170, -0.003, -0.481, -0.539, 0.778, -0.470, 0.050, 0.003, -0.175, -0.080, -0.009, 0.071, 0.070, 0.079, 0.131, 0.134, 0.121, 0.129, 0.071, 0.074, 0.083, -0.040, -0.325, -0.023, -0.264, 0.031, -0.237, 0.059, -0.156, -0.210, -0.036, -0.121, -0.142, -0.114, -0.040, -0.219, -0.224, 0.008, -0.182, 0.053, -0.217, 0.072, -0.184, 0.044, 0.108, 0.083, 0.079, 0.087, 0.107, 0.144, 0.073],
  "de_lowest_kcal_mol": 185.0,
  "total_energy_ha": -4826.3257,
  "max_force_ev_per_a": 5.29,
  "homo_ha": 0.0413,
  "charge": -2
}

---

# 3
{
  "formula": "C22H17I2N5O3V",
  "method": "the ωB97M-V functional and the def2-TZVPD basis",
  "elements": ["V", "O", "C", "N", "C", "C", "C", "C", "C", "C", "N", "C", "C", "C", "C", "C", "N", "H", "H", "H", "H", "H", "H", "H", "H", "H", "H", "I", "C", "C", "C", "C", "C", "C", "C", "O", "O", "H", "H", "H", "H", "I", "C", "C", "N", "N", "C", "H", "H", "H"],
  "coordinates": [[0.353, 0.467, -0.100], [3.974, 0.205, 1.615], [2.920, 0.035, 1.027], [2.002, 0.976, 0.698], [2.156, 2.339, 1.165], [1.087, 3.173, 0.497], [1.126, 4.554, 0.462], [0.103, 5.263, -0.147], [-0.942, 4.547, -0.719], [-0.921, 3.171, -0.662], [0.067, 2.473, -0.065], [2.464, -1.344, 0.588], [3.256, -2.450, 0.777], [2.774, -3.701, 0.403], [1.501, -3.777, -0.134], [0.758, -2.619, -0.292], [1.221, -1.407, 0.048], [2.019, 2.385, 2.252], [3.157, 2.734, 0.965], [1.964, 5.067, 0.917], [0.120, 6.343, -0.181], [-1.765, 5.048, -1.209], [-1.715, 2.576, -1.096], [4.232, -2.307, 1.222], [3.375, -4.590, 0.538], [1.072, -4.726, -0.426], [-0.249, -2.646, -0.692], [-6.078, -4.337, 3.258], [-4.636, -3.072, 2.450], [-3.605, -2.609, 3.256], [-2.646, -1.767, 2.714], [-2.716, -1.400, 1.376], [-3.753, -1.871, 0.579], [-4.721, -2.706, 1.113], [-1.668, -0.524, 0.792], [-0.816, 0.028, 1.533], [-1.582, -0.374, -0.476], [-3.550, -2.903, 4.295], [-1.833, -1.390, 3.320], [-3.793, -1.578, -0.461], [-5.532, -3.070, 0.497], [2.883, 1.956, -5.549], [1.747, 1.078, -4.085], [0.797, 0.103, -4.245], [0.326, -0.176, -3.011], [0.906, 0.586, -2.064], [1.774, 1.360, -2.709], [0.428, -0.398, -5.123], [-0.424, -0.793, -2.742], [2.382, 2.067, -2.168]],
  "forces_ev_per_a": [[-0.211, -0.300, -0.155], [0.097, -0.003, 0.049], [-0.203, 0.113, -0.109], [0.666, 0.161, 0.420], [0.023, -0.128, -0.009], [-0.073, -0.184, -0.055], [0.042, 0.079, 0.048], [-0.005, -0.046, -0.002], [-0.029, 0.071, -0.018], [0.061, -0.126, 0.087], [0.052, 0.801, 0.088], [-0.131, 0.236, 0.000], [0.079, -0.138, 0.009], [0.027, 0.077, 0.019], [-0.053, -0.039, -0.028], [0.026, 0.111, 0.009], [0.316, -0.323, 0.114], [0.029, 0.038, 0.008], [-0.015, 0.047, -0.056], [-0.002, -0.001, -0.003], [0.003, 0.002, 0.001], [0.001, -0.002, 0.002], [-0.005, 0.003, -0.009], [-0.006, -0.001, 0.001], [0.001, -0.003, 0.002], [0.002, 0.000, -0.002], [-0.004, -0.013, 0.000], [-0.070, -0.059, 0.039], [0.056, 0.053, -0.035], [0.010, 0.017, -0.024], [-0.042, 0.000, 0.041], [-0.093, 0.062, -0.090], [-0.021, -0.044, -0.005], [0.033, 0.018, 0.022], [-0.142, 0.023, 0.040], [-0.368, -0.329, 0.258], [0.064, -0.080, -0.011], [0.003, 0.003, 0.004], [0.003, -0.003, -0.002], [0.005, 0.005, 0.005], [-0.001, -0.003, -0.002], [0.060, 0.046, -0.077], [-0.040, 0.000, 0.064], [-0.027, -0.060, -0.027], [-0.041, 0.042, 0.098], [-0.107, -0.058, -0.791], [0.034, -0.071, 0.075], [0.009, 0.002, -0.006], [-0.012, 0.003, 0.011], [-0.003, 0.002, 0.001]],
  "lowdin_charge": [0.806, 0.062, -0.461, -0.088, -0.133, -0.235, -0.025, -0.069, -0.067, -0.101, -0.004, -0.160, 0.003, -0.058, -0.059, -0.105, 0.020, 0.139, 0.128, 0.118, 0.104, 0.104, 0.116, 0.121, 0.106, 0.105, 0.108, 0.867, -0.742, -0.143, -0.004, -0.134, -0.014, -0.147, -0.589, -0.038, -0.093, 0.093, 0.124, 0.118, 0.092, 0.877, -0.783, -0.143, 0.027, -0.067, -0.162, 0.119, 0.150, 0.117],
  "multiplicity": 2,
  "total_energy_ha": -2887.5475,
  "max_force_ev_per_a": 0.81,
  "homo_ha": [-0.2397, -0.1708],
  "charge": 0
}

---

# 4
{
  "formula": "C22H17NO6S3SbZn",
  "method": "the ωB97M-V functional and the def2-TZVPD basis",
  "elements": ["Zn", "O", "C", "C", "O", "O", "C", "C", "C", "C", "C", "C", "C", "C", "C", "C", "C", "C", "H", "H", "H", "H", "H", "H", "H", "H", "H", "H", "H", "S", "Sb", "S", "S", "O", "C", "C", "C", "C", "C", "C", "C", "O", "O", "H", "H", "H", "H", "H", "N", "C", "H"],
  "coordinates": [[0.228, -0.617, -0.004], [-1.251, 1.261, -0.441], [-2.049, 0.873, -1.538], [-2.269, -0.703, -1.489], [-3.273, -1.171, -2.010], [-1.359, -1.348, -0.916], [-1.259, 1.261, -2.775], [-0.622, 2.497, -2.777], [0.125, 2.901, -3.865], [0.236, 2.075, -4.970], [-0.400, 0.847, -4.978], [-1.145, 0.440, -3.885], [-3.384, 1.573, -1.598], [-3.832, 2.400, -0.575], [-5.070, 3.012, -0.653], [-5.874, 2.822, -1.762], [-5.440, 1.996, -2.784], [-4.208, 1.375, -2.703], [-1.765, 1.187, 0.407], [-0.683, 3.126, -1.902], [0.642, 3.852, -3.843], [0.824, 2.387, -5.823], [-0.306, 0.193, -5.835], [-1.633, -0.521, -3.883], [-3.225, 2.558, 0.302], [-5.406, 3.632, 0.169], [-6.839, 3.310, -1.824], [-6.073, 1.828, -3.646], [-3.888, 0.707, -3.484], [2.987, -0.255, 3.807], [3.332, -0.549, 1.571], [1.748, -2.194, 0.751], [2.342, 1.656, 0.294], [-3.202, 1.127, 4.399], [-2.649, -0.089, 4.597], [-2.913, -0.788, 5.774], [-2.400, -2.059, 5.958], [-1.606, -2.649, 4.986], [-1.297, -1.941, 3.838], [-1.809, -0.668, 3.637], [-1.481, 0.071, 2.374], [-2.282, 0.961, 1.984], [-0.418, -0.238, 1.799], [-2.980, 1.361, 3.455], [-3.520, -0.314, 6.534], [-2.633, -2.597, 6.870], [-1.213, -3.645, 5.134], [-0.664, -2.360, 3.071], [1.693, 0.586, -2.111], [1.651, 0.647, -0.870], [2.183, 1.300, -2.652]],
  "forces_ev_per_a": [[-0.429, -0.574, 0.094], [-0.327, 0.243, -0.038], [0.120, -0.568, 0.066], [-0.464, 0.819, -0.301], [-0.228, -0.174, -0.275], [0.813, -0.547, 0.344], [0.109, 0.024, -0.125], [-0.040, 0.025, 0.001], [0.004, 0.105, 0.015], [0.096, -0.033, -0.229], [0.026, -0.017, -0.149], [-0.111, 0.065, 0.121], [-0.313, 0.195, 0.180], [0.257, -0.154, -0.041], [-0.191, 0.154, 0.053], [-0.158, 0.124, 0.120], [-0.005, -0.028, -0.116], [-0.065, 0.069, 0.024], [0.255, 0.023, -0.033], [-0.041, 0.024, 0.140], [-0.006, 0.074, -0.002], [0.068, 0.015, -0.081], [0.013, -0.037, -0.043], [-0.041, -0.178, -0.001], [0.100, -0.008, 0.078], [-0.011, 0.042, -0.023], [-0.077, 0.014, -0.005], [-0.008, -0.023, -0.060], [0.049, -0.024, -0.111], [-0.031, 0.027, -0.229], [0.305, -0.406, 0.340], [0.341, 0.139, -0.103], [-0.047, 0.172, 0.845], [0.037, 0.040, -0.052], [0.041, -0.155, -0.106], [-0.083, 0.241, 0.034], [-0.059, 0.043, 0.029], [0.082, -0.163, 0.053], [-0.038, 0.056, 0.025], [-0.105, 0.132, -0.083], [0.436, -0.273, 0.245], [-0.404, 0.425, -0.077], [-0.348, -0.022, 0.609], [-0.133, -0.109, 0.205], [-0.087, 0.012, 0.007], [0.023, -0.004, 0.025], [0.037, -0.045, -0.010], [0.173, 0.009, -0.062], [-0.425, -0.547, 0.318], [0.791, 0.830, -1.857], [0.099, -0.051, 0.241]],
  "lowdin_charge": [0.350, -0.052, -0.327, -0.590, 0.037, -0.045, -0.150, -0.030, -0.106, -0.122, -0.090, -0.024, -0.116, -0.007, -0.095, -0.123, -0.093, -0.023, 0.053, 0.124, 0.095, 0.087, 0.094, 0.118, 0.105, 0.095, 0.085, 0.091, 0.109, -0.438, 0.233, -0.120, 0.412, 0.041, -0.271, -0.037, -0.114, -0.101, -0.003, -0.052, -0.518, -0.009, -0.095, 0.076, 0.102, 0.089, 0.091, 0.108, 0.047, -0.951, 0.059],
  "de_lowest_kcal_mol": 13.3,
  "multiplicity": 2,
  "total_energy_ha": -4569.1009,
  "max_force_ev_per_a": 2.18,
  "homo_ha": [-0.0605, -0.0603],
  "charge": -2
}